# 1
Entry from the OMol25 dataset: a cluster of 19 separate species, C2H41O19 in total (ωB97M-V/def2-TZVPD).

Structure (XYZ):
```
62
Properties=species:S:1:pos:R:3:mulliken_charge:R:1
C -7.391 17.800 -2.274 2.32
C -6.178 17.549 -3.143 -0.29
O -6.322 16.425 -3.981 -0.44
H -7.263 18.670 -1.688 -0.16
H -7.614 16.981 -1.523 -0.41
H -8.194 18.038 -2.970 -0.94
H -5.339 17.445 -2.542 0.30
H -6.033 18.418 -3.717 0.35
O -5.692 20.760 -2.388 -0.77
H -6.051 20.037 -2.858 0.25
H -5.697 21.603 -2.846 0.20
O -7.545 20.867 -0.303 -0.80
H -7.160 20.142 0.202 0.35
H -6.845 21.103 -0.996 0.34
O -4.163 18.868 -0.855 -0.69
H -4.329 18.519 0.021 0.27
H -4.784 19.526 -1.129 0.36
O -6.977 20.082 -5.605 -0.69
H -7.342 19.186 -5.650 0.40
H -7.431 20.518 -6.354 0.28
O -8.718 20.683 -3.845 -0.62
H -7.888 20.429 -4.304 0.44
H -8.947 21.455 -4.341 0.19
O -3.012 18.815 -3.475 -0.63
H -3.284 18.954 -2.561 0.37
H -3.488 19.464 -3.933 0.28
O -10.018 19.746 -1.017 -0.60
H -10.371 19.512 -0.152 0.26
H -9.122 20.057 -0.883 0.38
O -5.791 14.715 -5.855 -0.71
H -5.936 15.308 -5.100 0.39
H -5.106 15.130 -6.338 0.27
O -10.505 16.656 -1.940 -0.81
H -10.537 17.458 -2.439 0.56
H -10.235 17.090 -1.144 0.28
O -5.048 13.981 -3.061 -0.66
H -5.541 14.812 -3.320 0.29
H -5.488 13.292 -2.622 0.24
O -10.060 17.218 0.763 -0.64
H -9.767 16.492 1.289 0.27
H -9.278 17.746 0.797 0.33
O -10.368 18.569 -3.852 -0.79
H -9.684 18.071 -4.302 0.38
H -9.964 19.403 -3.709 0.42
O -8.686 15.271 -3.140 -0.83
H -9.302 15.827 -2.599 0.55
H -7.955 15.851 -3.154 -0.04
O -7.258 18.381 0.892 -0.59
H -7.461 18.761 1.716 0.27
H -6.844 17.544 1.086 0.26
O -4.612 15.774 -0.748 -0.70
H -5.287 16.301 -1.228 0.08
H -3.935 15.534 -1.386 0.40
O -5.515 17.799 -6.119 -0.67
H -6.009 17.498 -6.871 0.30
H -5.825 17.351 -5.274 0.01
O -8.298 14.530 -0.066 -0.69
H -9.128 14.064 0.001 0.29
H -8.376 15.143 -0.727 0.40
O -8.559 17.568 -5.526 -0.74
H -8.021 16.965 -5.026 0.30
H -8.650 17.282 -6.409 0.24
```

Calculated values
Net charge: -1
HOMO level in eV: -5.82
ΔE to the lowest compared entry with this formula, charge and spin in kJ/mol: 161.2
Max |F| in eV/A: 4.13
DFT total energy in eV: -41643.805

# 2
Entry from the OMol25 dataset: a cluster of 2 separate species, C4H11N2 in total (ωB97M-V/def2-TZVPD).

Structure (XYZ):
```
17
Properties=species:S:1:pos:R:3:mulliken_charge:R:1
C -0.274 2.255 -0.772 -0.60
C 0.009 1.012 -1.040 -0.44
C 1.731 -0.328 0.695 -0.63
C -0.785 -0.429 0.381 -0.34
N -1.809 -1.149 -0.038 -0.39
N 0.546 -1.229 0.429 -0.25
H -0.382 2.999 -1.572 0.27
H -0.457 2.718 0.157 0.28
H 0.024 0.381 -1.891 0.46
H 1.384 0.518 0.030 0.31
H 1.681 -0.014 1.709 0.34
H 2.651 -0.649 0.272 0.36
H -0.831 -0.026 1.373 0.48
H -2.098 -0.965 -0.936 0.21
H -2.546 -1.417 0.559 0.23
H 0.717 -1.758 -0.487 0.37
H 0.440 -1.917 1.131 0.35
```

Calculated values
Net charge: +1
⟨S²⟩: 2.005
HOMO level (spin up / spin down) in eV: -10.47 / -13.96
ΔE to the lowest compared entry with this formula, charge and spin in kJ/mol: 321.1
Max |F| in eV/A: 3.68
Spin multiplicity: 3
DFT total energy in eV: -7292.844

# 3
Entry from the OMol25 dataset: a structure of composition Br3Cr (ωB97M-V/def2-TZVPD).

Structure (XYZ):
```
4
Properties=species:S:1:pos:R:3:mulliken_charge:R:1
Cr -0.870 -0.378 -0.086 0.46
Br -0.666 1.041 1.922 -0.44
Br 1.080 -1.723 0.306 -0.38
Br 0.457 1.060 -2.142 -0.65
```

Calculated values
Net charge: -1
⟨S²⟩: 6.036
HOMO level (spin up / spin down) in eV: -4.78 / -5.07
Max |F| in eV/A: 2.28
Spin multiplicity: 5
DFT total energy in eV: -238553.703

# 4
Entry from the OMol25 dataset: the molecule C7H7BrN2 (ωB97M-V/def2-TZVPD).

Structure (XYZ):
```
17
Properties=species:S:1:pos:R:3:mulliken_charge:R:1
H -2.444 0.716 -0.904 0.20
N -1.529 1.010 -0.513 -0.66
C -0.732 0.029 -0.400 0.40
N -0.963 -1.137 -1.043 -0.06
C 0.097 -1.970 -0.931 -0.33
C 1.033 -1.474 -0.106 -1.02
C 0.551 -0.127 0.238 0.68
C 1.190 0.790 1.019 -0.39
C 0.597 2.152 1.267 -0.06
C -0.649 2.567 1.402 -0.47
Br -1.085 4.406 1.356 -0.15
H -1.688 -1.349 -1.629 0.11
H 0.182 -2.900 -1.436 0.41
H 2.065 -1.878 -0.074 0.30
H 2.247 0.524 1.310 0.30
H 1.295 2.912 1.042 0.30
H -1.493 2.010 1.664 0.43
```

Calculated values
HOMO level (spin up / spin down) in eV: -7.61 / -7.61
ΔE to the lowest compared entry with this formula, charge and spin in kJ/mol: 135.1
Max |F| in eV/A: 3.15
DFT total energy in eV: -80392.678

# 5
Entry from the OMol25 dataset: a structure of composition C19H42P2ReSi (ωB97M-V/def2-TZVPD).

Structure (XYZ):
```
65
Properties=species:S:1:pos:R:3:mulliken_charge:R:1
P -1.048 -2.011 -0.897 0.91
P -1.303 1.516 -1.141 0.28
C -2.080 -0.783 -2.161 -1.61
C -1.068 0.270 -2.559 -0.70
H -3.025 -0.366 -1.719 0.47
H -2.314 -1.535 -2.872 0.82
H 0.006 -0.004 -2.534 0.12
H -1.275 0.878 -3.422 0.78
C -2.842 2.240 -1.782 -1.16
H -3.145 3.064 -1.136 0.42
H -3.671 1.539 -1.852 0.54
H -2.600 2.602 -2.782 0.48
C -0.086 2.738 -1.600 -1.33
H -0.310 2.934 -2.669 0.48
H 0.943 2.362 -1.485 0.33
H -0.227 3.666 -1.016 0.43
C -2.308 -3.344 -0.907 -1.66
H -2.119 -4.012 -0.065 0.46
H -2.221 -3.936 -1.824 0.47
H -3.294 -2.877 -0.919 0.53
C -0.046 -2.732 -2.353 -1.34
H 0.723 -2.089 -2.820 0.25
H -0.769 -2.962 -3.164 0.57
H 0.453 -3.693 -2.120 0.48
Re -1.678 -0.234 0.153 0.70
C 4.188 1.717 -0.639 -0.76
C 2.937 1.669 -0.211 -0.71
C 2.169 0.407 0.062 1.84
C 2.803 -0.924 0.344 -1.47
C 3.122 -1.727 -0.882 -0.20
C 3.834 -1.359 -1.964 -0.95
C 4.921 -0.346 -1.990 -0.58
C 5.110 0.569 -0.761 -0.91
C -2.348 -1.728 1.470 -1.75
H 4.632 2.684 -0.883 0.41
H 2.428 2.592 0.110 0.62
H 1.456 0.336 -0.781 -0.62
H 1.571 0.643 0.947 -0.07
H 3.670 -0.897 1.012 0.61
H 2.031 -1.523 0.872 0.31
H 2.671 -2.726 -0.862 0.66
H 3.725 -1.953 -2.872 0.44
H 4.809 0.276 -2.879 0.33
H 5.817 -0.982 -2.097 0.42
H 5.189 -0.075 0.133 0.36
H 6.109 0.945 -0.983 0.39
H -1.450 -1.984 2.055 0.68
H -2.804 -2.619 1.009 0.46
H -3.081 -1.242 2.112 0.29
C -3.484 1.022 2.300 -1.13
Si -1.768 0.825 3.153 0.30
C -1.726 2.368 4.241 -1.20
C -1.105 -0.347 4.505 -1.25
C -0.578 0.525 1.699 -1.20
H -4.217 0.379 2.804 0.47
H -3.488 0.781 1.205 0.32
H -3.794 2.060 2.424 0.41
H -2.650 2.336 4.843 0.37
H -0.866 2.383 4.930 0.35
H -1.744 3.285 3.632 0.36
H -0.842 -1.351 4.194 0.39
H -0.197 0.090 4.913 0.41
H -1.798 -0.445 5.330 0.41
H -0.051 1.441 1.363 0.96
H 0.104 -0.338 1.788 0.45
```

Calculated values
Net charge: +2
⟨S²⟩: 3.774
HOMO level (spin up / spin down) in eV: -13.84 / -13.84
ΔE to the lowest compared entry with this formula, charge and spin in kJ/mol: 0.0
Max |F| in eV/A: 6.65
Spin multiplicity: 4
DFT total energy in eV: -48946.896

# 6
Entry from the OMol25 dataset: the molecule C8H18N2S4 (ωB97M-V/def2-TZVPD).

Structure (XYZ):
```
32
Properties=species:S:1:pos:R:3:mulliken_charge:R:1
N 1.676 2.042 -0.629 -0.65
C 1.804 1.473 0.693 0.02
C 3.236 1.047 0.982 -0.92
S 3.888 -0.266 -0.099 -0.12
S 2.762 -1.896 0.424 -0.09
C 1.432 -1.910 -0.839 0.30
C 0.648 -3.172 -0.659 -0.59
C -0.505 -3.298 -0.006 -0.52
C -1.261 -2.195 0.663 0.30
S -2.779 -1.881 -0.324 -0.11
S -3.746 -0.444 0.775 -0.13
C -3.288 1.104 -0.067 -0.83
C -1.793 1.418 -0.041 -0.22
N -1.423 2.665 -0.707 -0.57
H 1.846 1.319 -1.329 0.29
H 0.714 2.409 -0.748 0.32
H 1.542 2.248 1.415 0.50
H 1.156 0.592 0.912 -0.16
H 3.320 0.736 1.999 0.41
H 3.913 1.917 0.807 0.35
H 1.899 -1.866 -1.805 0.46
H 0.811 -1.032 -0.721 -0.48
H 1.101 -4.069 -1.089 0.38
H -0.976 -4.289 0.083 0.39
H -0.686 -1.267 0.712 -0.46
H -1.548 -2.471 1.660 0.44
H -3.834 1.856 0.454 0.42
H -3.635 1.046 -1.080 0.37
H -1.445 1.459 1.022 0.31
H -1.219 0.605 -0.547 0.12
H -1.866 3.469 -0.232 0.24
H -1.744 2.653 -1.680 0.23
```

Calculated values
HOMO level in eV: -8.73
ΔE to the lowest compared entry with this formula, charge and spin in kJ/mol: 0.0
Max |F| in eV/A: 1.30
DFT total energy in eV: -54909.248